Entry 1:
83
Properties=species:S:1:pos:R:3:forces:R:3:mulliken_charge:R:1 method="wB97M-V/def2-TZVPD" gap_ev=3.967 charge=-2 e_above_lowest_kj_mol=56.2 e_tot_ha=-3054.36558
Pd 2.965271 -0.570549 -0.466230 0.0 0.7 0.3 -0.27
C 8.191598 -0.009318 0.056014 0.1 -0.3 0.6 -0.78
C 8.236612 0.070422 1.456672 1.7 -0.9 -0.5 -0.25
N 7.387768 0.910988 1.911670 -2.0 1.4 1.3 -1.13
N 6.669453 1.340958 0.865098 -0.7 0.7 0.4 0.91
C 7.158172 0.807518 -0.273343 -1.3 0.5 -0.6 -0.35
B 5.558096 2.438759 1.050536 -1.1 0.1 0.4 0.47
N 4.517959 2.222617 2.232372 0.8 -0.9 0.2 0.83
C 4.039250 1.015490 2.599395 0.7 -0.2 -1.2 -0.27
C 3.295481 1.143754 3.712456 -1.1 -1.2 1.3 -1.01
C 3.344265 2.499016 4.000453 0.3 1.5 0.1 -0.22
N 4.084866 3.167902 3.102241 0.1 -0.4 0.2 -1.16
N 4.625099 2.431280 -0.215619 0.3 0.5 -0.3 -0.05
C 4.586274 3.452026 -1.092899 1.0 0.0 1.0 -0.54
C 3.433992 3.385640 -1.778798 -1.3 0.9 -2.2 -1.10
C 2.759410 2.268086 -1.291346 -0.1 -0.4 -0.1 0.02
N 3.503537 1.696935 -0.354678 -0.2 -1.1 0.3 0.35
H 8.759858 -0.630948 -0.567300 0.6 -0.6 -0.8 0.39
H 8.863332 -0.414430 2.172596 0.5 -0.4 0.1 0.46
H 6.637376 0.977903 -1.212123 0.3 0.0 0.2 0.39
H 6.037630 3.536182 1.255376 0.0 -0.2 -0.4 -0.21
H 4.171349 0.122131 2.021836 0.3 -0.1 -0.3 0.58
H 2.769445 0.294680 4.174676 0.2 0.8 -0.1 0.32
H 2.909070 3.072664 4.816904 0.0 -0.2 -0.2 0.44
H 5.366135 4.184165 -1.097324 0.2 0.2 0.0 0.41
H 3.160223 4.019285 -2.623608 -0.1 -0.1 0.4 0.34
H 1.803499 1.821432 -1.600810 0.6 0.3 0.3 0.28
C -3.523197 -0.175616 -0.403052 0.0 -0.8 -0.7 -1.53
P -1.703398 -0.091934 -0.797750 0.0 -0.4 0.4 0.76
C -1.575536 0.746612 -2.421605 -0.3 -0.2 -0.6 0.36
C -0.399382 0.341937 -3.064397 -0.1 0.3 1.1 -0.45
C -0.025365 0.946181 -4.246318 2.6 -0.1 0.0 -0.38
C -0.798750 1.881729 -4.882105 -0.7 0.0 -0.5 -0.43
C -2.064067 2.171076 -4.326569 1.0 0.5 0.4 -0.66
C -2.414100 1.681174 -3.075778 1.6 -1.2 -0.2 -0.27
C -1.126585 1.227791 0.319778 -1.1 0.6 -1.2 -0.51
C 0.035706 1.045172 0.981521 1.7 1.1 1.2 0.13
C 0.573820 2.061908 1.785689 -1.6 1.0 0.6 -0.02
C -0.119238 3.300533 1.895248 0.5 -2.0 -0.7 -0.59
C -1.242692 3.529108 1.125125 -1.2 1.1 -1.0 -0.77
C -1.716283 2.485947 0.343582 -0.8 0.3 -0.1 -0.15
P -4.068294 -1.873765 -1.092570 0.0 0.7 0.1 -0.24
C -5.894540 -1.820702 -0.849408 -0.4 -0.6 0.4 0.08
C -6.674870 -2.915847 -1.278800 -0.2 1.5 0.3 -0.31
C -8.036227 -2.977327 -1.024941 0.6 1.8 0.5 -0.70
C -8.666829 -1.910521 -0.327539 0.4 -1.5 -0.6 -0.33
C -7.913665 -0.881762 0.128358 0.8 1.3 0.6 -0.71
C -6.543720 -0.835214 -0.136935 0.5 0.1 0.5 0.07
C -3.578216 -2.984989 0.284825 -0.6 -0.4 2.1 0.60
C -4.386799 -3.273762 1.459478 -0.2 -0.2 -1.2 -0.20
C -3.864902 -4.027522 2.518154 -2.3 1.0 0.6 -0.37
C -2.564703 -4.409137 2.584703 1.8 -0.4 -0.8 -0.49
C -1.813034 -4.224515 1.417859 0.5 1.2 -0.1 -0.44
C -2.266720 -3.493114 0.291712 -0.8 -0.4 0.2 -0.60
H -4.084408 0.602064 -0.921472 -0.2 0.1 0.1 0.69
H -3.656500 -0.120492 0.680228 0.0 0.1 -0.1 0.64
H 0.316726 -0.285295 -2.498993 -0.4 0.1 -0.5 0.27
H 1.060001 0.802122 -4.515163 -1.4 0.0 -0.2 0.31
H -0.378626 2.357730 -5.787372 -0.7 -0.1 0.6 0.33
H -2.663492 2.968830 -4.714993 -0.3 0.2 -0.5 0.34
H -3.260818 2.062021 -2.578213 -1.1 0.3 0.4 0.29
H 0.647331 0.202893 0.813318 0.5 -1.4 0.0 0.81
H 1.400899 1.855104 2.450975 0.3 0.1 -0.4 0.02
H 0.215657 4.055895 2.531908 0.8 1.0 1.0 0.53
H -1.782004 4.549701 1.019487 1.1 -1.8 0.5 0.21
H -2.575503 2.652919 -0.297141 -0.1 0.1 0.0 0.08
H -6.161258 -3.612428 -1.878251 0.2 -1.2 -0.5 0.46
H -8.587012 -3.778118 -1.412127 -0.9 -1.1 -0.4 0.44
H -9.702282 -1.906894 -0.070983 -0.7 -0.3 -0.1 0.38
H -8.355002 -0.091541 0.747527 0.1 -0.3 -0.3 0.33
H -5.904771 -0.097954 0.329528 -0.3 0.4 -0.1 0.37
H -5.483205 -3.008902 1.532682 1.5 -0.1 -0.3 0.11
H -4.539018 -4.221590 3.366417 0.3 0.1 -0.3 0.30
H -2.085552 -4.802680 3.510640 -0.6 0.1 -1.0 0.33
H -0.764400 -4.444625 1.440672 0.4 -0.3 -0.1 0.37
H -1.653762 -3.294190 -0.601865 0.1 -0.3 0.8 0.33
F 1.223632 -2.417952 0.896843 0.7 -0.5 -0.9 -0.36
C 1.967426 -2.301511 -0.366765 -1.0 -0.4 0.0 0.24
F 0.887296 -2.431928 -1.284624 -0.2 0.1 -0.3 -0.29
C 2.661121 -3.671041 -0.587040 0.1 0.4 1.7 0.58
F 3.478926 -3.654609 -1.620044 0.8 0.4 -0.9 -0.24
F 1.940702 -4.795693 -0.769934 -1.2 -0.2 -0.1 -0.30
F 3.374492 -3.949824 0.522309 0.7 0.0 0.3 -0.29



Entry 2:
88
Properties=species:S:1:pos:R:3:forces:R:3:mulliken_charge:R:1 method="wB97M-V/def2-TZVPD" gap_ev=6.480 e_above_lowest_kj_mol=0.0 e_tot_ha=-5442.09867
Ta -0.670150 0.280239 0.200304 0.5 0.2 -0.2 1.71
N 0.149781 -4.239879 0.583503 -0.1 0.0 0.0 -0.45
C 0.206601 -2.891688 0.555715 0.0 -0.1 0.1 0.90
S -1.153149 -2.031841 1.181222 -0.1 -0.1 0.1 -0.57
N 1.306487 -2.361806 0.092807 0.0 0.0 0.0 -1.79
N 1.314247 -0.989663 0.131261 0.0 -0.1 0.1 1.41
C 2.473455 -0.484076 -0.052358 0.0 0.0 0.0 -0.88
C 2.700533 0.935799 0.142024 0.0 0.0 0.0 0.48
C 3.958936 1.493596 -0.008060 0.0 0.0 0.0 -1.10
C 4.135823 2.826042 0.335984 0.0 0.0 0.0 -0.66
C 3.062546 3.520093 0.860110 0.0 0.0 0.0 -1.22
C 1.834364 2.875583 0.970191 0.0 0.0 0.0 -0.58
N 1.642955 1.624472 0.580612 0.0 0.0 0.0 1.18
H -0.662455 -4.700791 0.949726 0.0 0.0 0.0 0.20
H 0.944414 -4.774611 0.280784 0.0 0.0 0.0 0.24
H 3.306627 -1.151389 -0.251512 0.0 0.0 0.0 0.45
H 4.776664 0.888833 -0.376442 0.0 0.0 0.0 0.57
H 5.099850 3.302077 0.218410 0.0 0.0 0.0 0.46
H 3.154449 4.548319 1.179603 0.0 0.0 0.0 0.55
H 0.977398 3.376787 1.398217 0.0 0.0 0.0 0.76
C -4.878805 -0.094361 -4.889354 0.0 0.0 0.0 -1.12
C -3.850896 0.899723 -4.373894 0.0 0.0 0.0 -0.60
N -3.835852 0.951295 -2.907189 0.0 0.0 0.0 0.28
C -4.661732 1.993694 -2.297033 0.0 0.0 0.0 -1.00
C -3.918810 3.317530 -2.225795 0.0 0.0 0.0 -0.54
C -3.069453 0.119705 -2.215923 -0.1 0.0 0.1 0.40
S -3.112003 0.159006 -0.477921 -0.2 0.0 -0.1 -0.65
N -2.413050 -0.804577 -2.925454 0.1 0.0 0.0 -0.05
C -1.345393 -1.407785 -2.471756 0.1 0.0 0.1 -0.52
O -0.638043 -1.058535 -1.468551 0.0 -0.1 -0.1 0.39
C -0.863714 -2.590747 -3.239077 0.0 0.0 0.0 0.33
C 0.412968 -3.095861 -3.015652 0.0 0.0 0.0 0.07
C 0.857128 -4.196263 -3.733082 0.0 0.0 0.0 -1.21
C 0.027572 -4.801169 -4.666636 0.0 0.0 0.0 -0.35
C -1.248182 -4.299179 -4.889703 0.0 0.0 0.0 -0.70
C -1.690008 -3.193001 -4.183979 0.0 0.0 0.0 -0.34
H -4.892781 -0.091134 -5.979216 0.0 0.0 0.0 0.38
H -5.879762 0.157938 -4.536290 0.0 0.0 0.0 0.32
H -4.633134 -1.098679 -4.547361 0.0 0.0 0.0 0.23
H -4.082909 1.908435 -4.717596 0.0 0.0 0.0 0.43
H -2.854039 0.648224 -4.724911 0.0 0.0 0.0 0.40
H -4.968199 1.671557 -1.305099 0.0 0.0 0.0 0.51
H -5.561434 2.076927 -2.909919 0.0 0.0 0.0 0.38
H -3.018337 3.203824 -1.624125 0.0 0.0 0.0 -0.15
H -4.548466 4.076598 -1.761400 0.0 0.0 0.0 0.42
H -3.635006 3.670913 -3.218349 0.0 0.0 0.0 0.35
H 1.046570 -2.630440 -2.275541 0.0 0.0 0.0 0.54
H 1.854223 -4.581547 -3.563312 0.0 0.0 0.0 0.42
H 0.375243 -5.661521 -5.223903 0.0 0.0 0.0 0.39
H -1.896459 -4.768994 -5.617348 0.0 0.0 0.0 0.41
H -2.676353 -2.783372 -4.354228 0.0 0.0 0.0 0.44
O 0.693423 6.747141 -2.443237 0.2 0.0 0.1 -0.58
C 0.421574 5.660415 -2.019559 -0.4 0.0 -0.2 0.57
S -0.534771 5.389813 -0.541574 0.1 0.0 0.1 -0.21
C -0.553884 3.645321 -0.646498 0.0 0.0 0.0 -0.12
C 0.059077 3.082665 -1.694657 0.0 0.0 0.0 0.54
S 0.060284 1.362004 -1.938442 -0.1 0.0 -0.1 -0.53
S 0.827517 4.143451 -2.851840 0.1 0.0 0.0 -0.18
S -1.344705 2.710870 0.584555 -0.1 0.0 0.1 -0.41
Cl 1.742434 1.653219 6.282928 0.0 0.0 0.0 -0.23
C 1.882319 0.287917 5.205731 0.0 0.0 0.0 0.99
C 2.914851 0.278868 4.289058 0.0 0.0 0.0 -0.86
C 3.036751 -0.787864 3.416262 0.0 0.0 0.0 -0.24
C 2.141178 -1.840138 3.492080 0.0 0.0 0.0 -0.90
C 1.131524 -1.828488 4.436544 0.0 0.0 0.0 1.03
Cl 0.140868 -3.243980 4.579039 -0.1 0.0 0.0 -0.18
C 0.943139 -0.746431 5.306323 0.0 -0.1 0.0 -1.24
N -0.067585 -0.717603 6.262953 0.1 -0.1 0.1 -0.11
C -1.445999 -0.918644 5.922178 0.0 0.0 0.0 -0.29
C -2.170677 -1.856660 6.646785 0.0 0.0 0.0 -0.47
C -3.507780 -2.080576 6.374239 0.0 0.0 0.0 -0.52
C -4.130907 -1.367729 5.358387 0.0 0.0 0.0 -0.80
C -3.419205 -0.415021 4.651597 0.0 0.0 -0.1 -0.65
C -2.077841 -0.167665 4.931854 0.0 0.0 0.0 0.56
C -1.354964 0.936449 4.198754 0.1 0.2 0.1 -0.69
C -1.082626 0.618757 2.765357 0.0 -0.1 -0.1 0.45
O 0.077507 0.492497 2.296447 -0.1 0.0 0.0 0.06
O -2.035716 0.500335 1.933831 -0.1 0.1 0.1 -0.58
H 3.603365 1.112035 4.260045 0.0 0.0 0.0 0.46
H 3.837534 -0.810461 2.690786 0.0 0.0 0.0 0.48
H 2.231089 -2.694978 2.837981 0.0 0.0 0.0 0.44
H 0.077151 -0.005877 6.964628 0.0 0.0 0.0 0.42
H -1.653971 -2.422722 7.410111 0.0 0.0 0.0 0.47
H -4.059096 -2.817410 6.942891 0.0 0.0 0.0 0.40
H -5.171713 -1.546816 5.124189 0.0 0.0 0.0 0.43
H -3.902949 0.155602 3.867859 0.0 0.0 0.0 0.46
H -0.413212 1.189652 4.679303 -0.1 0.0 -0.1 -0.04
H -1.978527 1.834437 4.191298 0.0 0.0 0.0 0.56



Number 1: HOMO level -0.0117 hartree. Number 2: HOMO level -0.2635 hartree.